ORCA calculation (ωB97M-V/def2-TZVPD) on an isolated molecule of C3H4O3 at a distorted geometry.

Values from the calculation:
LUMO in Eh: 0.0212

```
! RIJCOSX wB97M-V def2-TZVPD def2/J DEFGRID3
* xyz 0 1
C -0.98096 -0.21516 -0.06072
O -1.45492 0.95966 -0.51242
O -1.91047 -1.16264 0.03418
O 2.50802 0.15442 0.43573
C 1.31424 0.55459 -0.05572
C 0.34486 -0.46270 0.09700
H -0.68148 1.53768 -0.66360
H -2.77818 -0.78464 -0.17318
H 3.18672 0.80244 0.20596
H 0.45216 -1.38366 0.69276
*
```

These are the natural (NBO) partial charges, in e, on atoms 1 to 8: C 0.742; O -0.681; O -0.636; O -0.675; C 0.110; C -0.588; H 0.522; H 0.503



ORCA calculation (ωB97M-V/def2-TZVPD) on C20H20BIrN7O2S2 as an isolated structure.

Values from the calculation:
LUMO in Eh: -0.1179

```
! RIJCOSX wB97M-V def2-TZVPD def2/J DEFGRID3
* xyz 1 1
Ir -0.74734 -0.05892 -0.70813
O 2.92372 -1.55403 -1.58454
C 1.75079 -1.35974 -1.43800
N 1.09932 -0.12106 -1.41082
C 1.37810 0.76650 -2.45498
O 2.46197 1.03963 -2.88427
C 0.10814 1.23243 -3.12710
C 0.14459 2.00410 -4.26894
C -1.04976 2.28808 -4.91353
C -2.23238 1.78507 -4.39629
C -2.19320 1.03182 -3.23662
N -1.04178 0.76073 -2.62004
C 0.73746 -2.47022 -1.38801
C 1.07680 -3.79618 -1.55005
C 0.05535 -4.73203 -1.61010
C -1.25965 -4.30396 -1.51150
C -1.51805 -2.95540 -1.34099
N -0.53216 -2.06129 -1.28684
H 1.10369 2.35196 -4.62614
H -1.05775 2.89090 -5.81138
H -3.18231 1.97821 -4.87322
H -3.09117 0.64305 -2.77601
H 2.12251 -4.05702 -1.63670
H 0.28007 -5.78221 -1.73797
H -2.08335 -5.00141 -1.55741
H -2.52439 -2.57296 -1.23292
C -3.61905 2.30848 2.41576
N -2.17665 2.36619 2.60010
C -1.51613 2.64309 3.78275
C -0.18853 2.58924 3.50384
N -0.04251 2.28643 2.17241
B 1.32157 2.09507 1.40385
N 1.92117 0.72768 1.88613
C 3.13994 0.60591 2.51844
C 3.27783 -0.67607 2.93163
N 2.12306 -1.33614 2.54870
C 1.83190 -2.74078 2.77992
C 1.31891 -0.45564 1.91854
S -0.26361 -0.93475 1.40248
C -1.25571 2.15203 1.64776
S -1.63423 1.90094 -0.04222
H -4.09319 2.54123 3.36456
H -3.91447 1.31132 2.09586
H -3.93235 3.03630 1.67028
H -2.04609 2.85090 4.69455
H 0.66421 2.74743 4.13933
H 1.09273 2.09882 0.23665
H 2.08690 2.95286 1.74904
H 3.80647 1.44504 2.59693
H 4.07462 -1.17896 3.44866
H 2.69959 -3.19450 3.24991
H 1.62668 -3.23838 1.83393
H 0.96772 -2.84975 3.43271
*
```

These are the natural (NBO) partial charges, in e, on atoms 1 to 8: Ir 0.775; O -0.495; C 0.637; N -0.598; C 0.642; O -0.491; C 0.111; C -0.182



ORCA calculation (ωB97M-V/def2-TZVPD) on an isolated molecule of C3H4N4O at a distorted geometry.

Values from the calculation:
LUMO in Eh: 0.0158
SMILES string: O/N=C\n1nccn1

```
! RIJCOSX wB97M-V def2-TZVPD def2/J DEFGRID3
* xyz 0 1
C 1.44862 -1.15604 -0.17924
C -2.06491 -0.23337 -0.05528
C -1.46691 1.11344 -0.21245
H 1.57129 1.20835 0.63791
H 1.58966 -2.34855 -0.21482
H -3.09381 -0.61431 0.38623
H -1.79306 2.31816 -0.08922
N 2.53749 -0.38138 -0.14950
N 0.04244 -0.49066 -0.06834
N -1.06257 -1.19865 0.07703
N -0.19532 0.79807 -0.20126
O 2.48707 0.98495 0.06895
*
```

These are the natural (NBO) partial charges, in e, on atoms 1 to 8: C 0.119; C -0.118; C -0.082; H 0.482; H 0.266; H 0.236; H 0.268; N -0.083



ORCA calculation (ωB97M-V/def2-TZVPD) on an isolated molecule of C3H3ClO2S at a distorted geometry.

Values from the calculation:
LUMO in Eh: -0.0077
SMILES string: O=C(CCl)C(O)=S

```
! RIJCOSX wB97M-V def2-TZVPD def2/J DEFGRID3
* xyz 0 1
C -1.19681 -0.53429 -0.11228
C -0.10889 0.68913 -0.22726
C 1.48363 0.52081 -0.06249
H -1.77840 -1.87697 1.16036
H 1.70980 0.86070 1.06549
H 1.97053 1.41380 -0.69150
O -1.07791 -1.12116 1.00894
O -0.62861 1.83774 -0.40056
S -2.37610 -0.67977 -1.00336
Cl 2.00276 -1.11001 -0.73734
*
```

These are the natural (NBO) partial charges, in e, on atoms 1 to 8: C 0.051; C 0.513; C -0.498; H 0.507; H 0.268; H 0.264; O -0.649; O -0.497



Table of HOMO-LUMO gap (Eh), in record order: 0.3302, 0.2791, 0.3694, 0.3355
Table of energy above the lowest of the compared OMol25 structures with the same formula, charge and spin (kcal/mol), in record order: 66.6, 3.1, 134.0, 44.5